16
Properties=species:S:1:pos:R:3 method="wB97M-V/def2-TZVPD" e_lumo_ha=0.0459 gap_ev=10.48 smiles="C=CCCC=C" largest_force_ev_per_a=0.52 e_above_lowest_kj_mol=142.9 total_energy_ha=-234.54807
C -1.0643 -1.4759 0.6122
C 0.0446 -1.5547 -0.1176
C 1.2193 -0.6057 -0.0141
C 0.7884 0.5510 -0.9409
C -0.1832 1.5386 -0.3597
C -0.6848 1.5424 0.8703
H -1.0916 -0.9250 1.5435
H -1.9875 -1.9681 0.3237
H 0.0416 -2.1635 -1.0254
H 1.4199 -0.2836 1.0163
H 2.1352 -1.0560 -0.4155
H 0.2047 0.0262 -1.7118
H 1.5984 1.0553 -1.4872
H -0.5907 2.2487 -1.0807
H -0.3238 0.8922 1.6605
H -1.5260 2.1781 1.1262

***

16
Properties=species:S:1:pos:R:3 method="wB97M-V/def2-TZVPD" e_lumo_ha=0.0392 gap_ev=10.32 smiles=CC#CC(C)C largest_force_ev_per_a=0.59 e_above_lowest_kj_mol=150.3 total_energy_ha=-234.54525
C -1.4892 -2.2983 1.1072
C -0.4879 -1.2393 1.0207
C 0.1629 -0.2582 0.7613
C 0.5464 0.9994 0.1022
C -0.5127 1.1773 -1.0151
C 1.9751 0.9773 -0.4507
H -1.0731 -3.2884 0.9071
H -1.9953 -2.3104 2.0777
H -2.2409 -2.0851 0.3368
H 0.4591 1.8231 0.8235
H -0.1445 0.7512 -1.9545
H -0.7839 2.2230 -1.1764
H -1.4180 0.6285 -0.7479
H 2.0978 0.1251 -1.1284
H 2.1867 1.8944 -1.0117
H 2.7175 0.8805 0.3482

***

16
Properties=species:S:1:pos:R:3 method="wB97M-V/def2-TZVPD" e_lumo_ha=0.0409 gap_ev=10.45 smiles=CCC#CCC largest_force_ev_per_a=0.51 e_above_lowest_kj_mol=139.4 total_energy_ha=-234.54943
C 2.4712 0.2919 -0.0662
C 1.8090 -1.0985 0.0390
C 0.4017 -0.9708 0.4361
C -0.7658 -0.7014 0.5771
C -2.1470 -0.2200 0.4550
C -2.1377 1.0410 -0.4213
H 1.7082 1.0574 -0.2283
H 3.0114 0.5466 0.8498
H 3.1765 0.3421 -0.9007
H 1.8216 -1.5975 -0.9382
H 2.3758 -1.7471 0.7154
H -2.6044 -0.0102 1.4286
H -2.7569 -1.0007 -0.0144
H -1.6222 0.8296 -1.3632
H -3.1495 1.3905 -0.6479
H -1.5919 1.8472 0.0791

***

16
Properties=species:S:1:pos:R:3 method="wB97M-V/def2-TZVPD" e_lumo_ha=0.0456 gap_ev=10.40 smiles="C=CC/C=C/C" largest_force_ev_per_a=0.24 e_above_lowest_kj_mol=96.3 total_energy_ha=-234.56585
C 2.1539 1.0482 0.0613
C 1.2957 1.0503 -0.9530
C 0.5821 -0.1793 -1.4519
C -0.5914 -0.5917 -0.5880
C -0.8694 -0.1658 0.6415
C -1.9737 -0.7376 1.4822
H 2.6111 1.9623 0.4275
H 2.4203 0.1224 0.5678
H 1.0398 1.9953 -1.4301
H 1.2756 -1.0325 -1.5003
H 0.2333 -0.0237 -2.4805
H -1.2348 -1.3603 -1.0207
H -0.2574 0.6125 1.0992
H -2.5242 0.0495 2.0079
H -2.6761 -1.3171 0.8750
H -1.5531 -1.4170 2.2340

***

16
Properties=species:S:1:pos:R:3 method="wB97M-V/def2-TZVPD" e_lumo_ha=0.0344 gap_ev=10.83 smiles=C#CC(C)(C)C largest_force_ev_per_a=0.53 e_above_lowest_kj_mol=148.8 total_energy_ha=-234.54582
C -0.7384 0.8239 -2.3457
C -0.6084 0.3513 -1.2439
C -0.0610 -0.0432 0.0720
C -0.7090 -1.2553 0.7556
C -0.2377 1.1753 1.0006
C 1.3926 -0.4282 -0.2792
H -0.7895 1.2423 -3.3257
H -1.7639 -1.0917 0.9954
H -0.1742 -1.4267 1.6994
H -0.6166 -2.1632 0.1520
H 0.2604 2.0677 0.6104
H -1.3088 1.4020 1.0735
H 0.1273 0.9718 2.0139
H 1.9759 -0.7304 0.5963
H 1.3467 -1.2790 -0.9705
H 1.9047 0.3833 -0.8042

***

16
Properties=species:S:1:pos:R:3 method="wB97M-V/def2-TZVPD" e_lumo_ha=0.0276 gap_ev=9.85 smiles=CCC#CCC largest_force_ev_per_a=2.33 e_above_lowest_kj_mol=271.2 total_energy_ha=-234.49923
C -0.9752 -0.3969 2.2962
C 0.0233 0.5932 1.8319
C 0.8138 -0.0344 0.8385
C 0.9102 0.2168 -0.3266
C 1.0925 0.0409 -1.7084
C -0.1960 -0.2412 -2.4374
H -1.6057 -0.9510 1.5912
H -0.4679 -1.1687 2.8700
H -1.6116 0.1435 2.9781
H -0.4478 1.4910 1.3111
H 0.6696 1.1042 2.5357
H 1.7695 -0.8071 -1.8150
H 1.5840 0.9378 -2.0751
H -0.8832 0.5971 -2.3056
H 0.0054 -0.3695 -3.5008
H -0.6810 -1.1556 -2.0838

***

16
Properties=species:S:1:pos:R:3 method="wB97M-V/def2-TZVPD" e_lumo_ha=0.0397 gap_ev=10.42 smiles=CC#CCCC largest_force_ev_per_a=0.54 e_above_lowest_kj_mol=117.7 total_energy_ha=-234.55768
C -2.0504 1.0284 2.1156
C -1.3144 0.2004 1.1629
C -0.6998 -0.5061 0.4046
C 0.1473 -1.3683 -0.4235
C 0.8920 -0.6119 -1.5360
C 1.7564 0.5531 -1.0591
H -3.1217 1.0176 1.8947
H -1.9073 0.6551 3.1353
H -1.7013 2.0653 2.0835
H -0.4579 -2.1634 -0.8780
H 0.8538 -1.8672 0.2533
H 1.5148 -1.3336 -2.0786
H 0.1478 -0.2372 -2.2485
H 1.1529 1.3104 -0.5475
H 2.2481 1.0354 -1.9115
H 2.5397 0.2220 -0.3672

***

16
Properties=species:S:1:pos:R:3 method="wB97M-V/def2-TZVPD" e_lumo_ha=0.0416 gap_ev=10.23 smiles="C=C=CC.C=C" largest_force_ev_per_a=0.43 e_above_lowest_kj_mol=264.9 total_energy_ha=-234.50160
C -1.7578 -1.1326 -0.1920
C -0.5489 -1.2228 0.2864
C 0.7103 -1.0556 0.6026
C 1.1955 -0.2874 1.8034
H -1.9284 -0.2418 -0.8009
H -2.5766 -1.8322 -0.0570
H 1.4644 -1.4599 -0.0735
H 0.3968 0.3290 2.2294
H 1.5523 -0.9747 2.5755
H 2.0359 0.3672 1.5365
C -0.6913 1.3161 -1.5969
C 0.5062 1.1881 -1.0430
H -0.9373 0.8344 -2.5408
H -1.4762 1.8974 -1.1177
H 1.2988 0.6136 -1.5174
H 0.7566 1.6612 -0.0947